*w*
Entry from the Open Molecules 2025 dataset: an isolated molecule of C9H12N2 (wB97M-V/def2-TZVPD).

ORCA input file:
```
! RIJCOSX wB97M-V def2-TZVPD def2/J DEFGRID3
* xyz 0 1
C 0.26 1.65 0.73
C 0.43 0.37 0.93
C -1.13 1.14 -2.16
C -0.51 2.12 -1.60
C -2.04 0.53 -1.33
C -0.88 2.14 -0.13
C 2.20 -2.86 0.90
C 1.40 -1.80 0.15
C 0.70 -0.87 1.01
N -1.96 1.09 -0.15
N -2.74 0.87 0.85
H 0.83 2.27 1.41
H -1.00 0.67 -3.20
H 0.26 2.76 -2.02
H -2.38 -0.48 -1.26
H -1.29 3.21 0.20
H 3.04 -2.43 1.44
H 1.72 -3.50 1.67
H 2.72 -3.48 -0.01
H 0.53 -2.22 -0.45
H 1.97 -1.17 -0.53
H 0.28 -1.39 1.91
H -2.44 1.40 1.64
*
```

As for the gap between HOMO and LUMO (spin up / spin down): 7.639 / 7.639 eV. The value obtained for the LUMO energy (spin up / spin down) is 0.5789 / 0.5778 eV.

=====

*x*
Entry from the Open Molecules 2025 dataset: an isolated molecule of C9H12N2 (wB97M-V/def2-TZVPD).

ORCA input file:
```
! RIJCOSX wB97M-V def2-TZVPD def2/J DEFGRID3
* xyz 0 1
C -1.17 -1.01 1.08
C -0.31 1.82 -0.53
C -1.60 1.88 -0.13
C 0.46 0.66 -0.78
C -2.48 0.66 0.06
C 1.79 0.78 -0.53
C -2.28 -0.62 0.33
C 2.70 -1.06 0.73
C 2.82 -0.27 -0.61
N -0.25 -1.12 1.79
N -3.19 -1.61 -0.06
H 0.12 2.81 -0.83
H -2.08 2.78 -0.04
H 0.04 -0.30 -0.99
H -3.43 0.99 -0.27
H 2.19 1.79 -0.34
H 3.63 -1.75 0.90
H 1.69 -1.50 0.67
H 2.54 -0.49 1.60
H 2.59 -1.06 -1.47
H 3.79 0.25 -0.73
H -3.41 -2.52 0.41
H -4.14 -1.10 -0.25
*
```

The structure (SMILES) is CC/C=C/C=C\C=C(\N)C#N. As for the gap between HOMO and LUMO: 8.215 eV. The value obtained for the LUMO energy is 0.3544 eV.

=====

*x* is favored, and the nearest alternative lies 2.353 eV above it.

=====

*w*
Entry from the Open Molecules 2025 dataset: a cluster of 2 separate species, C3H4NO3S in total (wB97M-V/def2-TZVPD).

ORCA input file:
```
! RIJCOSX wB97M-V def2-TZVPD def2/J DEFGRID3
* xyz -1 1
C -0.42 1.39 -1.87
C 0.68 -1.06 0.41
C 0.54 0.05 -0.40
N 1.03 1.23 -0.23
O -0.46 0.12 -1.42
O -1.09 1.88 -2.73
O 0.56 2.03 -1.15
S -1.29 -0.23 2.51
H 0.13 -2.02 -0.02
H 1.72 -1.27 0.69
H 0.30 -0.62 1.46
H -1.72 -1.48 2.76
*
```

As for the gap between HOMO and LUMO: 6.671 eV. The value obtained for the LUMO energy is 3.5945 eV.

=====

*x*
Entry from the Open Molecules 2025 dataset: a structure of composition C3H4NO3S (wB97M-V/def2-TZVPD).

ORCA input file:
```
! RIJCOSX wB97M-V def2-TZVPD def2/J DEFGRID3
* xyz -1 1
C 0.02 -0.38 -0.48
C 1.23 0.70 -0.21
C 1.60 -0.39 0.80
N 0.53 -1.31 0.26
O -2.78 0.90 0.59
O -1.05 -0.26 -1.18
O -3.75 -0.30 -1.21
S -2.81 -0.36 -0.09
H 1.93 0.62 -1.07
H 1.07 1.78 0.09
H 2.59 -0.94 0.74
H 1.43 -0.05 1.75
*
```

As for the gap between HOMO and LUMO: 8.778 eV. The value obtained for the LUMO energy is 3.9297 eV.

=====

*x* is favored, and the nearest alternative lies 0.811 eV above it.